Record 1
Below is C43H35N2O2SV as an isolated structure, with properties calculated with ωB97M-V/def2-TZVPD.

Output
- 2S+1: 2
- HOMO (spin up / spin down): -1.995 / -1.837 eV
- <S²>: 0.80
- Total charge: -1
- Total energy: -88761.097 eV

Cartesian coordinates (Å):
V: -0.224 -0.086 0.116
O: 0.865 1.110 -0.810
C: 0.856 2.469 -0.683
C: -0.467 2.993 -0.044
C: -0.671 2.470 1.341
C: -0.963 3.290 2.414
C: -1.194 2.735 3.669
C: -1.150 1.349 3.792
C: -0.862 0.585 2.680
C: -0.710 -0.902 2.714
C: 0.814 -1.194 2.485
O: 1.178 -0.813 1.239
C: 1.575 -0.400 3.561
C: 2.243 0.750 3.168
C: 2.955 1.504 4.082
C: 3.009 1.109 5.408
C: 2.325 -0.026 5.813
C: 1.607 -0.777 4.897
C: 1.142 -2.680 2.635
C: 0.213 -3.693 2.431
C: 0.578 -5.022 2.561
C: 1.885 -5.367 2.857
C: 2.834 -4.366 2.992
C: 2.464 -3.039 2.890
N: -0.603 1.134 1.479
C: 2.086 2.917 0.121
C: 2.129 4.048 0.927
C: 3.292 4.393 1.595
C: 4.428 3.612 1.479
C: 4.391 2.475 0.691
C: 3.233 2.135 0.017
C: 0.934 3.099 -2.083
C: 1.199 4.447 -2.282
C: 1.213 4.971 -3.563
C: 0.967 4.155 -4.654
C: 0.710 2.809 -4.460
C: 0.692 2.285 -3.181
H: -0.501 4.083 -0.063
H: -1.276 2.611 -0.676
H: -1.010 4.360 2.281
H: -1.402 3.359 4.526
H: -1.330 0.871 4.743
H: -1.061 -1.335 3.655
H: -1.268 -1.339 1.869
H: 2.194 1.023 2.124
H: 3.459 2.400 3.751
H: 3.584 1.682 6.123
H: 2.349 -0.322 6.854
H: 1.086 -1.669 5.223
H: -0.812 -3.455 2.182
H: -0.171 -5.793 2.442
H: 2.160 -6.405 2.978
H: 3.868 -4.615 3.188
H: 3.209 -2.263 3.013
H: 1.258 4.673 1.054
H: 3.306 5.279 2.215
H: 5.331 3.881 2.009
H: 5.267 1.848 0.604
H: 3.189 1.240 -0.586
H: 1.397 5.093 -1.437
H: 1.413 6.023 -3.708
H: 0.971 4.571 -5.651
H: 0.516 2.165 -5.305
H: 0.483 1.236 -3.000
C: 2.141 -1.840 -1.207
C: 0.780 -2.451 -1.334
C: 0.644 -3.794 -1.685
C: -0.600 -4.325 -1.958
C: -1.727 -3.482 -1.891
C: -3.021 -3.904 -2.243
C: -4.095 -3.046 -2.110
C: -3.912 -1.758 -1.638
C: -2.640 -1.295 -1.297
S: -2.390 0.322 -0.754
C: -1.516 -2.152 -1.428
N: -0.282 -1.660 -1.136
H: 2.807 -2.212 -1.986
H: 2.562 -2.079 -0.233
H: 2.047 -0.756 -1.266
H: 1.532 -4.408 -1.746
H: -0.726 -5.358 -2.248
H: -3.153 -4.906 -2.627
H: -5.091 -3.382 -2.373
H: -4.749 -1.080 -1.535



Record 2
Below is C43H36BClN2O6PSn as an isolated structure, with properties calculated with ωB97M-V/def2-TZVPD.

Output
- Energy relative to the best compared isomer or geometry (same formula, charge and spin): 117.9 kJ/mol
- HOMO: -3.962 eV
- Total charge: -1
- Total energy: -88765.620 eV

Cartesian coordinates (Å):
Sn: 0.714 1.027 0.708
O: 1.493 3.098 1.430
C: 2.027 3.290 2.574
C: 1.637 4.391 3.395
C: 2.240 4.634 4.595
C: 3.288 3.818 5.075
C: 3.684 2.753 4.318
C: 3.065 2.451 3.084
C: 3.538 1.319 2.365
N: 2.995 0.796 1.309
N: 3.705 -0.286 0.791
C: 3.958 -0.240 -0.449
O: 3.747 0.890 -1.190
C: 4.595 -1.388 -1.131
C: 4.854 -2.550 -0.405
C: 5.425 -3.646 -1.026
C: 5.740 -3.598 -2.379
C: 5.485 -2.446 -3.104
C: 4.916 -1.343 -2.484
H: 0.828 5.009 3.028
H: 1.904 5.471 5.197
H: 3.751 4.024 6.030
H: 4.476 2.099 4.668
H: 4.455 0.848 2.724
H: 4.590 -2.576 0.643
H: 5.617 -4.544 -0.455
H: 6.181 -4.460 -2.865
H: 5.724 -2.402 -4.159
H: 4.725 -0.450 -3.061
C: -5.458 -0.775 -0.567
C: -5.183 -1.789 0.514
C: -6.220 -2.659 0.853
C: -6.069 -3.652 1.805
C: -4.850 -3.795 2.450
C: -3.819 -2.926 2.143
C: -3.954 -1.918 1.183
P: -2.410 -0.916 1.010
C: -3.023 0.745 0.506
C: -3.681 1.361 1.578
C: -4.158 2.655 1.501
C: -3.948 3.385 0.340
C: -3.275 2.798 -0.716
C: -2.807 1.484 -0.665
C: -2.141 0.931 -1.896
C: -1.601 -1.789 -0.379
C: -2.334 -2.373 -1.416
C: -1.723 -3.057 -2.448
C: -0.332 -3.169 -2.437
C: 0.403 -2.624 -1.408
C: -0.194 -1.931 -0.332
C: 0.664 -1.385 0.726
H: -6.256 -1.138 -1.217
H: -4.582 -0.572 -1.178
H: -5.771 0.182 -0.146
H: -7.169 -2.558 0.336
H: -6.896 -4.311 2.038
H: -4.708 -4.566 3.197
H: -2.873 -3.014 2.665
H: -3.802 0.807 2.503
H: -4.662 3.098 2.350
H: -4.283 4.412 0.267
H: -3.093 3.372 -1.618
H: -1.869 1.744 -2.570
H: -2.809 0.253 -2.434
H: -1.239 0.369 -1.664
H: -3.415 -2.301 -1.398
H: -2.312 -3.503 -3.240
H: 0.176 -3.706 -3.230
H: 1.482 -2.736 -1.407
H: 1.664 -1.814 0.655
H: 0.258 -1.533 1.722
Cl: 2.315 -0.761 5.494
C: 1.188 -0.698 4.108
C: 0.448 0.642 3.960
O: 0.107 1.265 4.942
O: 0.138 0.922 2.737
H: 0.434 -1.462 4.295
H: 1.745 -0.954 3.214
O: 2.699 2.431 -2.675
B: 2.819 1.159 -2.135
O: 1.982 0.240 -2.752
C: 1.294 0.981 -3.687
C: 0.338 0.560 -4.579
C: -0.185 1.531 -5.434
C: 0.240 2.852 -5.378
C: 1.214 3.265 -4.468
C: 1.726 2.300 -3.635
H: 0.002 -0.466 -4.597
H: -0.948 1.247 -6.146
H: -0.194 3.580 -6.051
H: 1.552 4.290 -4.410



Record 3
Below is C43H36BaNO3PSSb as an isolated structure, with properties calculated with ωB97M-V/def2-TZVPD.

Output
- HOMO: -10.447 eV
- Total charge: +1
- Total energy: -80160.590 eV

Cartesian coordinates (Å):
Ba: -1.427 1.234 0.382
N: -0.431 0.642 2.805
C: 0.900 0.531 3.327
C: 1.155 0.788 4.668
C: 2.421 0.599 5.198
C: 3.441 0.135 4.383
C: 3.206 -0.074 3.034
C: 1.946 0.149 2.480
P: 1.638 0.038 0.672
C: 2.039 1.743 0.127
C: 1.931 1.999 -1.241
C: 2.261 3.239 -1.757
C: 2.693 4.247 -0.906
C: 2.783 4.007 0.456
C: 2.456 2.762 0.977
C: 3.165 -0.840 0.136
C: 3.265 -2.203 0.407
C: 4.407 -2.910 0.068
C: 5.465 -2.267 -0.558
C: 5.381 -0.908 -0.820
C: 4.242 -0.195 -0.469
H: -0.984 1.262 3.390
H: -0.880 -0.275 2.827
H: 0.342 1.126 5.301
H: 2.602 0.804 6.245
H: 4.423 -0.055 4.796
H: 4.018 -0.401 2.400
H: 1.621 1.200 -1.910
H: 2.190 3.422 -2.822
H: 2.954 5.220 -1.300
H: 3.113 4.798 1.117
H: 2.552 2.586 2.042
H: 2.451 -2.704 0.918
H: 4.473 -3.965 0.303
H: 6.355 -2.818 -0.832
H: 6.211 -0.387 -1.279
H: 4.211 0.868 -0.659
S: -2.622 -1.351 1.277
Sb: -2.621 -2.496 -0.687
C: -3.341 -4.458 -0.350
C: -4.314 -4.661 0.620
C: -4.843 -5.929 0.803
C: -4.390 -6.989 0.030
C: -3.411 -6.784 -0.932
C: -2.889 -5.514 -1.133
C: -4.071 -1.581 -1.946
C: -5.332 -1.441 -1.376
C: -6.356 -0.861 -2.108
C: -6.115 -0.415 -3.401
C: -4.857 -0.554 -3.966
C: -3.828 -1.142 -3.241
C: -0.721 -2.783 -1.604
C: -0.261 -1.999 -2.654
C: 0.948 -2.309 -3.263
C: 1.676 -3.407 -2.835
C: 1.216 -4.182 -1.779
C: 0.025 -3.864 -1.148
H: -4.640 -3.840 1.250
H: -5.606 -6.089 1.553
H: -4.798 -7.980 0.178
H: -3.049 -7.612 -1.528
H: -2.140 -5.355 -1.899
H: -5.514 -1.775 -0.361
H: -7.338 -0.758 -1.666
H: -6.913 0.045 -3.970
H: -4.671 -0.210 -4.975
H: -2.857 -1.269 -3.702
H: -0.832 -1.149 -3.010
H: 1.309 -1.702 -4.083
H: 2.613 -3.657 -3.316
H: 1.790 -5.035 -1.441
H: -0.328 -4.463 -0.316
O: -0.713 5.839 -1.331
C: -0.197 6.131 -0.114
C: 0.402 7.367 0.117
C: 0.898 7.690 1.368
C: 0.778 6.793 2.419
C: 0.173 5.569 2.199
C: -0.293 5.205 0.940
C: -0.860 3.827 0.760
O: -0.839 3.268 -0.375
O: -1.317 3.238 1.776
H: -0.588 6.590 -1.919
H: 0.470 8.081 -0.697
H: 1.363 8.655 1.522
H: 1.151 7.055 3.400
H: 0.069 4.860 3.010



Record 4
Below is C43H36Br3N7O14 as an isolated structure, with properties calculated with ωB97M-V/def2-TZVPD.

Output
- Energy relative to the best compared isomer or geometry (same formula, charge and spin): 306.4 kJ/mol
- HOMO: -10.000 eV
- Total energy: -294375.131 eV

Cartesian coordinates (Å):
C: -9.976 9.716 -20.515
Br: -8.377 10.324 -19.485
Br: -11.236 11.305 -20.668
Br: -10.625 8.070 -19.649
H: -9.696 9.498 -21.546
C: -6.658 17.664 -21.527
C: -6.953 16.442 -20.968
C: -7.545 15.495 -21.759
C: -7.809 15.792 -23.144
C: -7.456 17.040 -23.686
C: -6.845 18.005 -22.835
N: -8.436 14.765 -24.025
O: -8.709 14.935 -25.212
O: -8.444 13.628 -23.550
H: -6.174 18.433 -20.944
H: -6.734 16.314 -19.918
H: -7.869 14.527 -21.405
H: -7.614 17.259 -24.732
H: -6.608 19.013 -23.143
C: -14.319 12.763 -15.069
C: -13.521 12.023 -15.963
C: -14.217 11.324 -17.002
C: -15.588 11.253 -17.094
C: -16.306 12.078 -16.241
C: -15.674 12.802 -15.277
N: -16.323 10.499 -18.141
O: -17.538 10.626 -18.258
O: -15.687 9.706 -18.778
H: -13.885 13.199 -14.182
H: -12.449 12.010 -15.837
H: -13.674 10.705 -17.701
H: -17.381 12.008 -16.323
H: -16.248 13.510 -14.698
C: -10.029 3.359 -16.913
C: -8.847 3.629 -16.254
C: -8.500 3.119 -15.040
C: -9.380 2.190 -14.440
C: -10.547 1.777 -15.133
C: -10.850 2.402 -16.347
N: -9.049 1.599 -13.066
O: -8.170 2.234 -12.443
O: -9.729 0.625 -12.756
H: -10.369 3.882 -17.794
H: -8.218 4.387 -16.698
H: -7.625 3.477 -14.518
H: -11.222 1.104 -14.625
H: -11.823 2.237 -16.786
C: -13.545 9.022 -24.962
C: -14.181 7.921 -24.417
C: -14.150 6.674 -25.048
C: -13.529 6.611 -26.328
C: -12.928 7.763 -26.879
C: -12.942 9.004 -26.196
N: -13.551 5.339 -27.063
O: -12.953 5.205 -28.118
O: -14.234 4.491 -26.592
H: -13.485 9.980 -24.467
H: -14.653 8.081 -23.458
H: -14.547 5.776 -24.598
H: -12.412 7.623 -27.817
H: -12.400 9.891 -26.489
C: -16.431 14.041 -21.239
C: -16.935 14.982 -20.289
C: -17.998 15.728 -20.745
C: -18.683 15.523 -22.015
C: -18.156 14.547 -22.854
C: -17.087 13.776 -22.442
N: -19.750 16.445 -22.447
O: -20.331 16.236 -23.541
O: -20.076 17.387 -21.689
H: -15.551 13.508 -20.910
H: -16.439 15.274 -19.375
H: -18.473 16.556 -20.241
H: -18.526 14.216 -23.813
H: -16.761 13.011 -23.132
C: -17.538 6.509 -16.257
C: -16.146 6.460 -16.462
C: -15.552 5.561 -17.282
C: -16.320 4.744 -18.089
C: -17.681 4.781 -17.934
C: -18.299 5.642 -17.031
N: -15.665 3.922 -19.151
O: -14.494 4.126 -19.463
O: -16.454 3.116 -19.687
H: -17.906 7.231 -15.542
H: -15.542 7.095 -15.832
H: -14.505 5.782 -17.432
H: -18.304 4.019 -18.378
H: -19.374 5.700 -16.942
C: -8.717 1.938 -21.322
C: -9.631 2.872 -21.757
C: -9.185 4.132 -22.282
C: -7.829 4.503 -22.136
C: -6.931 3.569 -21.494
C: -7.324 2.328 -21.150
N: -7.340 5.790 -22.627
O: -6.217 6.198 -22.311
O: -8.088 6.342 -23.395
H: -9.075 0.961 -21.033
H: -10.651 2.523 -21.817
H: -9.830 4.800 -22.834
H: -5.897 3.842 -21.342
H: -6.543 1.668 -20.803